[1]
DFT (ωB97M-V/def2-TZVPD) results for an isolated molecule of C4H6O2S at a distorted geometry.

Geometry as XYZ:
```
13
C4H6O2S ωB97M-V/def2-TZVPD
S -0.78 2.26 -0.13
O -1.81 0.85 -1.89
O 2.65 -0.65 0.31
C -0.28 -0.38 -0.55
C 0.24 -0.63 0.84
C 1.77 -0.60 1.11
C -0.93 0.84 -0.89
H 0.60 -0.40 -1.18
H -1.00 -1.20 -0.69
H -2.23 1.76 -1.96
H -0.16 -1.51 1.29
H 1.90 -0.45 2.18
H 0.03 0.11 1.55
```

gap between HOMO and LUMO: 9.411 eV
SMILES: O=CCCC(O)=S
LUMO level: 0.39 eV
energy above the lowest of the compared OMol25 structures with the same formula, charge and spin: 98.87 kJ/mol
spin multiplicity: 1
HOMO level: -9.019 eV
molar mass: 118.2 g mol⁻¹
electronic energy: -19174.2819 eV

[2]
DFT (ωB97M-V/def2-TZVPD) results for an isolated molecule of C5H3N3 at a distorted geometry.

Geometry as XYZ:
```
11
C5H3N3 ωB97M-V/def2-TZVPD
N -1.95 -1.49 -1.02
N 0.27 0.84 -2.97
N 2.25 -1.22 0.69
C -0.96 -0.89 -0.79
C 0.17 0.08 -0.30
C 0.59 0.63 -1.62
C -0.36 0.56 1.13
C 1.29 -0.75 0.14
H -1.15 1.49 1.23
H 0.64 1.00 1.84
H -0.80 -0.25 1.67
```

gap between HOMO and LUMO: 10.529 eV
SMILES: CC(C#N)(C#N)C#N
LUMO level: -1.25 eV
energy above the lowest of the compared OMol25 structures with the same formula, charge and spin: 546.72 kJ/mol
spin multiplicity: 1
HOMO level: -11.780 eV
molar mass: 105.1 g mol⁻¹
electronic energy: -9697.1535 eV

[3]
DFT (ωB97M-V/def2-TZVPD) results for a cluster of 2 separate species, C3H8O4 in total at a distorted geometry.

Geometry as XYZ:
```
15
C3H8O4 ωB97M-V/def2-TZVPD
O 5.05 -4.10 -0.77
O -1.70 2.81 0.63
O -0.05 2.13 1.95
O -1.00 0.83 -1.66
C -1.10 0.45 0.71
C -1.08 1.90 1.11
C -1.80 0.26 -0.62
H -2.78 0.72 -0.52
H -1.87 -0.80 -0.86
H -1.50 1.53 -2.07
H -0.03 3.01 2.17
H 4.55 -3.62 -1.43
H -0.11 0.01 0.83
H -1.68 -0.09 1.47
H 5.10 -5.04 -0.95
```

gap between HOMO and LUMO: 11.298 eV
SMILES: O=C(O)CCO.O
LUMO level: 0.78 eV
energy above the lowest of the compared OMol25 structures with the same formula, charge and spin: 62.17 kJ/mol
spin multiplicity: 1
HOMO level: -10.517 eV
molar mass: 108.1 g mol⁻¹
electronic energy: -11430.6250 eV

[4]
DFT (ωB97M-V/def2-TZVPD) results for an isolated molecule of C4H9NO2.

Geometry as XYZ:
```
16
C4H9NO2 ωB97M-V/def2-TZVPD
O 1.09 2.34 -0.67
O 1.80 -0.39 -1.39
N -0.61 0.93 -0.07
C 0.10 -0.27 0.35
C -0.04 2.15 -0.27
C 0.68 -1.02 -0.84
C -0.85 -1.11 1.20
H -1.68 -1.49 0.60
H 1.65 0.57 -1.37
H 0.94 0.07 0.98
H 0.99 -2.02 -0.52
H -1.61 0.89 -0.14
H -0.72 2.95 0.05
H -0.14 -1.14 -1.57
H -1.27 -0.51 2.02
H -0.33 -1.96 1.64
```

gap between HOMO and LUMO: 10.635 eV
SMILES: C[C@@H](CO)NC=O
LUMO level: 0.76 eV
energy above the lowest of the compared OMol25 structures with the same formula, charge and spin: 100.81 kJ/mol
spin multiplicity: 1
HOMO level: -9.873 eV
molar mass: 103.1 g mol⁻¹
electronic energy: -9879.0158 eV